[1]
This record from OMol25 describes a 2-piece molecular cluster, CH4O3 overall in a non-equilibrium geometry. The level of theory is ωB97M-V/def2-TZVPD.

2S+1: 1
HOMO level, eV: -11.25
Structure (SMILES): O=CO.O

Atoms and positions in Å:
O: 0.906 -1.341 -1.680
C: 0.014 -1.271 -0.890
O: -0.781 -0.208 -0.758
H: -0.418 -2.033 -0.240
H: -0.570 0.697 -1.023
H: 0.883 1.470 1.057
H: -0.233 0.910 1.867
O: 0.200 1.777 1.666



[2]
This record from OMol25 describes a 9-piece molecular cluster, C24H50FN8O12P overall in a non-equilibrium geometry. The level of theory is ωB97M-V/def2-TZVPD.

2S+1: 1
HOMO level, eV: -8.65
Structure (SMILES): O=[P@@](O)(OF)OCCc1ccccc1.CC(N)=O.CC(N)=O.CC(N)=O.CC(N)=O.CC(N)=O.CC(N)=O.CC(N)=O.CC(N)=O

Atoms and positions in Å:
O: 1.656 -0.013 -1.062
P: 2.016 1.235 -1.787
O: 3.485 1.048 -2.591
O: 0.861 1.497 -3.018
F: 0.135 0.336 -3.138
O: 2.076 2.438 -0.674
C: 0.766 2.971 -0.346
C: 0.432 2.997 1.200
C: 1.628 2.643 2.125
C: 2.342 3.722 2.831
C: 3.459 3.467 3.755
C: 3.919 2.097 4.034
C: 3.222 1.010 3.314
C: 2.104 1.277 2.393
H: 3.971 1.869 -2.345
H: -0.080 2.432 -0.860
H: 0.703 4.035 -0.722
H: 0.021 4.014 1.459
H: -0.392 2.246 1.384
H: 2.046 4.788 2.699
H: 3.989 4.298 4.283
H: 4.758 1.864 4.738
H: 3.529 -0.048 3.504
H: 1.598 0.415 1.902
O: 5.002 -0.566 5.297
C: 5.610 -1.518 5.756
N: 6.522 -1.354 6.750
C: 5.407 -2.929 5.271
H: 7.044 -2.110 7.157
H: 6.675 -0.419 7.092
H: 5.647 -2.977 4.209
H: 4.365 -3.211 5.423
H: 6.042 -3.638 5.805
O: -4.065 -3.211 -2.578
C: -3.049 -2.532 -2.624
N: -3.033 -1.348 -3.287
C: -1.761 -2.941 -1.965
H: -2.223 -0.758 -3.350
H: -3.886 -1.054 -3.737
H: -1.435 -3.894 -2.384
H: -1.930 -3.053 -0.894
H: -0.972 -2.203 -2.119
O: -6.933 -3.968 -5.747
C: -6.335 -4.919 -5.270
N: -5.456 -4.754 -4.249
C: -6.517 -6.331 -5.766
H: -4.943 -5.507 -3.828
H: -5.316 -3.815 -3.899
H: -6.245 -6.375 -6.820
H: -7.563 -6.617 -5.647
H: -5.897 -7.039 -5.215
O: 5.623 -1.293 0.217
C: 5.615 -1.561 -0.971
N: 4.625 -1.114 -1.787
C: 6.685 -2.396 -1.627
H: 4.585 -1.313 -2.770
H: 3.904 -0.554 -1.384
H: 6.707 -3.379 -1.157
H: 7.650 -1.907 -1.495
H: 6.503 -2.525 -2.696
O: -3.156 3.783 -6.075
C: -3.235 2.589 -5.863
N: -2.339 1.959 -5.051
C: -4.307 1.718 -6.464
H: -2.366 0.977 -4.849
H: -1.611 2.520 -4.637
H: -4.235 1.766 -7.551
H: -5.283 2.085 -6.147
H: -4.208 0.676 -6.155
O: -4.952 -4.088 1.503
C: -5.949 -3.650 0.956
N: -6.079 -3.677 -0.395
C: -7.103 -3.050 1.719
H: -6.882 -3.327 -0.886
H: -5.319 -4.072 -0.929
H: -6.745 -2.195 2.292
H: -7.508 -3.801 2.398
H: -7.900 -2.715 1.054
O: 0.935 8.249 0.940
C: 0.921 7.954 -0.240
N: -0.071 8.391 -1.063
C: 1.980 7.095 -0.880
H: -0.121 8.171 -2.042
H: -0.792 8.967 -0.658
H: 1.996 6.123 -0.386
H: 2.950 7.578 -0.763
H: 1.792 6.943 -1.945
O: -0.833 0.627 6.189
C: 0.155 -0.048 6.419
N: 1.402 0.413 6.142
C: 0.081 -1.428 7.020
H: 2.243 -0.110 6.315
H: 1.480 1.334 5.738
H: -0.506 -2.071 6.362
H: -0.403 -1.366 7.995
H: 1.070 -1.870 7.149



[3]
This record from OMol25 describes an isolated molecule of C3H5N3OS in a non-equilibrium geometry. The level of theory is ωB97M-V/def2-TZVPD.

2S+1: 1
HOMO level (spin up / spin down), eV: -7.78 / -7.78

Atoms and positions in Å:
C: 0.507 1.796 0.139
C: 1.638 1.166 -0.263
C: -0.588 -0.184 0.787
N: -0.526 1.032 0.473
N: -2.196 -1.339 -0.524
N: -1.450 -1.202 0.689
O: 3.208 -0.975 -0.131
S: 1.797 -0.544 -0.215
H: 0.288 2.782 0.357
H: 2.617 1.819 -0.407
H: -1.752 -1.956 -1.209
H: -2.372 -0.507 -1.037
H: -1.170 -1.889 1.342



[4]
This record from OMol25 describes an isolated ion of composition C8H13N2 and charge +1 in a non-equilibrium geometry. The level of theory is ωB97M-V/def2-TZVPD.

2S+1: 1
Charge: +1
HOMO level, eV: -13.52
Structure (SMILES): C#CC[C@H]1C[N+](C)=C[C@H]1N

Atoms and positions in Å:
C: 0.887 -1.496 -0.395
C: 0.615 -2.389 0.362
C: 1.247 -0.538 -1.432
C: -0.824 0.872 -1.015
C: -0.260 0.072 1.003
C: 0.706 0.878 -0.916
C: 0.861 0.941 0.544
C: -2.597 -0.280 0.331
N: -1.208 0.153 0.209
N: 2.136 0.756 1.096
H: 2.336 -0.524 -1.399
H: 0.713 -0.796 -2.317
H: -1.265 1.848 -1.111
H: -1.083 0.266 -1.820
H: -0.195 -0.455 2.030
H: 1.041 1.694 -1.685
H: 0.525 1.840 0.869
H: -2.543 -1.066 1.007
H: -3.243 0.474 0.817
H: -2.975 -0.601 -0.582
H: 2.321 -0.166 1.514
H: 0.581 -3.051 1.176
H: 2.222 1.571 1.715



[5]
This record from OMol25 describes an isolated molecule of C5H6O. The level of theory is ωB97M-V/def2-TZVPD.

2S+1: 1
HOMO level, eV: -9.49
Structure (SMILES): CC#C[C@H]1CO1

Atoms and positions in Å:
C: 0.892 -1.701 1.704
C: 0.172 -0.501 1.291
C: -0.229 0.391 0.580
C: -0.227 0.771 -0.823
C: -1.122 1.612 -1.608
O: 0.187 2.047 -1.268
H: 1.825 -1.699 1.124
H: 1.139 -1.756 2.764
H: 0.321 -2.588 1.409
H: 0.235 -0.052 -1.370
H: -1.933 2.176 -1.159
H: -1.260 1.301 -2.644



[6]
This record from OMol25 describes C11H29Cl2LuOPS as an isolated structure in a non-equilibrium geometry. The level of theory is ωB97M-V/def2-TZVPD.

2S+1: 1
Charge: -1
HOMO level, eV: -2.92

Atoms and positions in Å:
Lu: 0.166 0.130 1.958
Cl: -1.286 2.018 1.208
Cl: 1.264 -2.065 1.496
H: -1.470 -0.852 1.868
H: 1.741 0.963 1.277
P: 0.025 0.187 -1.464
C: 0.327 1.911 -2.031
C: 1.187 -0.961 -2.298
C: -1.743 -0.223 -1.714
C: 1.330 2.652 -1.139
H: -0.665 2.372 -1.893
C: 0.736 1.930 -3.495
H: 1.764 1.555 -3.622
H: 0.704 2.975 -3.834
H: 0.059 1.345 -4.135
H: 0.895 2.850 -0.153
H: 1.586 3.614 -1.612
H: 2.256 2.081 -0.985
H: -2.229 0.597 -1.160
C: -2.168 -1.551 -1.062
C: -2.042 -0.133 -3.205
H: -1.974 0.900 -3.574
H: -3.067 -0.488 -3.386
H: -1.354 -0.767 -3.791
H: -1.435 -1.946 -0.344
H: -2.381 -2.316 -1.825
H: -3.089 -1.379 -0.484
C: 2.608 -0.674 -1.792
H: 1.090 -0.685 -3.369
C: 0.802 -2.426 -2.097
H: 3.002 0.279 -2.163
H: 3.265 -1.479 -2.150
H: 2.639 -0.668 -0.690
H: 0.817 -2.679 -1.024
H: 1.564 -3.034 -2.603
H: -0.175 -2.676 -2.520
C: 0.012 -1.472 5.869
S: -0.895 -0.260 4.899
C: -1.133 1.089 6.058
O: 0.281 0.362 4.072
H: -0.610 -1.777 6.712
H: 0.953 -1.022 6.194
H: 0.199 -2.328 5.212
H: -0.152 1.422 6.405
H: -1.640 1.888 5.507
H: -1.764 0.742 6.879



Repeat the fifth record exactly.
This record from OMol25 describes an isolated molecule of C5H6O. The level of theory is ωB97M-V/def2-TZVPD.

2S+1: 1
HOMO level, eV: -9.49
Structure (SMILES): CC#C[C@H]1CO1

Atoms and positions in Å:
C: 0.892 -1.701 1.704
C: 0.172 -0.501 1.291
C: -0.229 0.391 0.580
C: -0.227 0.771 -0.823
C: -1.122 1.612 -1.608
O: 0.187 2.047 -1.268
H: 1.825 -1.699 1.124
H: 1.139 -1.756 2.764
H: 0.321 -2.588 1.409
H: 0.235 -0.052 -1.370
H: -1.933 2.176 -1.159
H: -1.260 1.301 -2.644



Question: Look up the 2S+1 of the first one.
Answer: 1



Please write out number 1 again, unchanged.
This record from OMol25 describes a 2-piece molecular cluster, CH4O3 overall in a non-equilibrium geometry. The level of theory is ωB97M-V/def2-TZVPD.

2S+1: 1
HOMO level, eV: -11.25
Structure (SMILES): O=CO.O

Atoms and positions in Å:
O: 0.906 -1.341 -1.680
C: 0.014 -1.271 -0.890
O: -0.781 -0.208 -0.758
H: -0.418 -2.033 -0.240
H: -0.570 0.697 -1.023
H: 0.883 1.470 1.057
H: -0.233 0.910 1.867
O: 0.200 1.777 1.666